{
  "formula": "C26H32N4O5S",
  "method": "the ωB97M-V functional and the def2-TZVPD basis",
  "elements": ["C", "O", "C", "C", "C", "C", "N", "C", "C", "O", "N", "C", "C", "N", "C", "C", "C", "C", "C", "C", "C", "C", "C", "C", "S", "O", "O", "C", "C", "C", "N", "O", "C", "C", "C", "C", "H", "H", "H", "H", "H", "H", "H", "H", "H", "H", "H", "H", "H", "H", "H", "H", "H", "H", "H", "H", "H", "H", "H", "H", "H", "H", "H", "H", "H", "H", "H", "H"],
  "positions_angstrom": [[-8.2271, -2.6893, 0.4862], [-7.6378, -1.4769, 0.8868], [-6.3250, -1.2637, 0.5878], [-5.5045, -2.1486, -0.0973], [-4.1801, -1.8251, -0.3495], [-3.6473, -0.6072, 0.0562], [-2.3280, -0.2383, -0.2234], [-1.5087, -0.9965, -1.1417], [-0.4659, -0.0348, -1.7164], [-0.7979, 1.1186, -1.9397], [0.7437, -0.5081, -2.0658], [1.3352, -1.7716, -1.6842], [2.2256, -1.5591, -0.4534], [3.2702, -0.6258, -0.8292], [4.4060, -0.5541, 0.0089], [4.3461, -0.8720, 1.3622], [5.4715, -0.8256, 2.1709], [5.3850, -1.1859, 3.6237], [6.6812, -0.4499, 1.6037], [6.7535, -0.1435, 0.2578], [5.6346, -0.1950, -0.5598], [5.7616, 0.1000, -2.0247], [2.6864, 0.6550, -1.1944], [1.7740, 0.4603, -2.4052], [-1.4689, 0.7098, 0.8576], [-0.0806, 0.3512, 0.7230], [-2.0265, 0.5757, 2.1709], [-1.6591, 2.4038, 0.3854], [-2.4743, 3.1152, -0.5434], [-3.4468, 2.5994, -1.5315], [-2.2177, 4.3915, -0.4517], [-1.2604, 4.5676, 0.4952], [-0.9186, 3.3801, 1.0005], [0.1055, 3.2924, 2.0636], [-4.4744, 0.2758, 0.7538], [-5.7851, -0.0509, 1.0192], [-8.2104, -2.8050, -0.6026], [-7.7346, -3.5498, 0.9509], [-9.2605, -2.6409, 0.8260], [-5.8730, -3.1036, -0.4371], [-3.5695, -2.5494, -0.8653], [-1.0586, -1.8533, -0.6334], [-2.1308, -1.3405, -1.9738], [0.5776, -2.5281, -1.4928], [1.9542, -2.1081, -2.5229], [2.6848, -2.5036, -0.1551], [1.5905, -1.1758, 0.3597], [3.3983, -1.1454, 1.8013], [6.0506, -0.5620, 4.2163], [5.6824, -2.2251, 3.7691], [4.3692, -1.0695, 3.9936], [7.5702, -0.4036, 2.2158], [7.7052, 0.1322, -0.1748], [6.7354, -0.2212, -2.3886], [5.6716, 1.1693, -2.2192], [4.9831, -0.4173, -2.5793], [3.4784, 1.3655, -1.4267], [2.0758, 1.0550, -0.3691], [1.2870, 1.3971, -2.6746], [2.3433, 0.0765, -3.2563], [-2.9209, 1.9240, -2.2030], [-3.8547, 3.4354, -2.0918], [-4.2511, 2.0507, -1.0467], [0.7124, 2.4046, 1.9031], [0.7235, 4.1864, 2.0595], [-0.3790, 3.1956, 3.0350], [-4.0744, 1.2068, 1.1176], [-6.4216, 0.6285, 1.5629]],
  "mulliken_charge": [-0.859, -0.460, 0.797, -0.658, -0.964, 0.617, 0.471, -0.746, 0.019, -0.665, 0.054, -1.494, -0.502, 0.455, -0.109, -0.030, 0.447, -1.597, -0.688, -0.826, 0.754, -1.722, -0.228, -0.953, 0.852, -0.239, -0.732, 1.287, 0.921, -0.930, -0.843, -0.187, -0.823, -1.116, -0.288, -1.067, 0.337, 0.340, 0.244, 0.393, 0.415, 0.646, 0.559, 0.432, 0.434, 0.754, 0.229, 0.383, 0.402, 0.296, 0.359, 0.415, 0.437, 0.502, 0.287, 0.293, 0.598, -0.127, 0.464, 0.328, 0.152, 0.421, 0.226, 0.148, 0.423, 0.296, 0.516, 0.447],
  "lumo_ha": 0.019,
  "relative_energy_kcal_mol": 76.7,
  "energy_ev": -54512.8758,
  "gap_ev": 8.65,
  "smiles": "COc1ccc(N(CC(=O)N2CCN(c3cc(C)ccc3C)CC2)S(=O)(=O)c2c(C)noc2C)cc1"
}

---

{
  "formula": "C26H32N6O4",
  "method": "the ωB97M-V functional and the def2-TZVPD basis",
  "elements": ["C", "C", "N", "C", "O", "C", "N", "C", "C", "N", "C", "C", "C", "C", "C", "C", "O", "C", "C", "C", "C", "C", "N", "N", "C", "C", "C", "C", "C", "C", "C", "C", "O", "N", "C", "O", "H", "H", "H", "H", "H", "H", "H", "H", "H", "H", "H", "H", "H", "H", "H", "H", "H", "H", "H", "H", "H", "H", "H", "H", "H", "H", "H", "H", "H", "H", "H", "H"],
  "positions_angstrom": [[-4.0788, -1.6588, -2.1763], [-3.4569, -2.8366, -1.4357], [-2.2331, -2.4694, -0.7388], [-1.0601, -3.0550, -1.0804], [-0.9336, -3.7387, -2.0771], [0.1094, -2.7668, -0.1404], [0.5280, -1.3785, -0.2769], [1.2745, -1.1314, -1.5053], [2.7435, -1.5812, -1.4143], [3.4221, -1.0298, -0.2608], [4.0987, 0.1818, -0.3537], [3.9462, 1.0475, -1.4356], [4.6815, 2.2155, -1.5492], [5.5862, 2.5578, -0.5680], [5.7705, 1.7111, 0.5160], [5.0590, 0.5299, 0.6287], [5.2439, -0.3644, 1.6552], [6.2782, -0.1300, 2.5767], [2.7030, -1.3648, 0.9526], [1.2576, -0.8520, 0.8661], [-2.3760, -1.6673, 0.4249], [-2.1179, -0.3169, 0.3676], [-1.7965, 0.2792, -0.8053], [-2.2449, 0.4655, 1.4870], [-1.9980, 1.8984, 1.4288], [-2.9472, 2.6096, 0.4985], [-4.2969, 2.2812, 0.4955], [-5.1729, 2.9329, -0.3530], [-4.7108, 3.9255, -1.2011], [-3.3690, 4.2645, -1.1963], [-2.4903, 3.6058, -0.3540], [-2.6494, -0.0552, 2.7111], [-2.7568, 0.6339, 3.6996], [-2.9095, -1.3924, 2.7114], [-2.8030, -2.2941, 1.6433], [-3.0565, -3.4681, 1.8138], [-3.4065, -1.2939, -2.9492], [-4.3025, -0.8424, -1.4928], [-5.0035, -1.9778, -2.6491], [-4.1604, -3.2368, -0.6998], [-3.1891, -3.6276, -2.1388], [-0.2165, -2.9412, 0.8868], [0.9001, -3.4889, -0.3839], [0.7797, -1.6538, -2.3261], [1.2320, -0.0530, -1.6944], [3.2827, -1.3194, -2.3244], [2.7752, -2.6720, -1.3134], [3.2397, 0.8123, -2.2157], [4.5331, 2.8565, -2.4054], [6.1596, 3.4693, -0.6372], [6.4974, 1.9801, 1.2657], [6.2809, -0.9962, 3.2373], [7.2508, -0.0515, 2.0807], [6.0981, 0.7733, 3.1700], [3.2018, -0.9301, 1.8142], [2.7038, -2.4543, 1.0633], [0.7087, -1.0972, 1.7781], [1.2821, 0.2395, 0.7585], [-1.5172, -0.3585, -1.5333], [-1.3464, 1.1767, -0.7988], [-0.9551, 2.0854, 1.1497], [-2.1444, 2.2589, 2.4536], [-4.6609, 1.5157, 1.1652], [-6.2196, 2.6690, -0.3491], [-5.3955, 4.4358, -1.8613], [-3.0035, 5.0411, -1.8514], [-1.4432, 3.8772, -0.3523], [-3.2053, -1.7844, 3.5987]],
  "mulliken_charge": [-0.971, -0.702, 0.317, 0.431, -0.690, -0.953, 0.709, -0.670, -1.704, 0.176, 1.038, -0.384, -1.078, -0.740, -0.409, 0.469, -0.363, -1.032, -1.127, -0.881, -0.054, -0.525, 0.025, 0.201, -1.460, 0.691, -0.224, -0.778, -0.438, -0.671, -0.314, 0.546, -0.666, -0.005, 0.234, -0.689, 0.268, 0.135, 0.464, 0.328, 0.478, 0.591, 0.560, 0.596, 0.528, 0.625, 0.381, 0.319, 0.381, 0.384, 0.395, 0.251, 0.381, 0.389, 0.582, 0.258, 0.503, 0.266, 0.405, 0.134, 0.290, 0.555, 0.369, 0.402, 0.391, 0.388, 0.425, 0.269],
  "lumo_ha": 0.013,
  "relative_energy_kcal_mol": 3.6,
  "energy_ev": -44613.5036,
  "gap_ev": 7.84,
  "smiles": "CCN(C(=O)CN1CCN(c2ccccc2OC)CC1)c1c(N)n(Cc2ccccc2)c(=O)[nH]c1=O"
}

---

{
  "formula": "C26H32N7O2S2Tl",
  "method": "the ωB97M-V functional and the def2-TZVPD basis",
  "elements": ["Tl", "N", "C", "C", "C", "C", "C", "C", "S", "O", "O", "N", "C", "N", "C", "C", "C", "N", "H", "H", "H", "H", "H", "H", "H", "H", "H", "C", "N", "C", "C", "N", "C", "S", "H", "H", "H", "H", "H", "H", "C", "C", "C", "C", "C", "C", "C", "C", "C", "C", "C", "C", "N", "H", "H", "H", "H", "H", "H", "H", "H", "H", "H", "H", "H", "H", "H", "H", "H", "H"],
  "positions_angstrom": [[-0.3942, -1.6223, -1.9226], [-4.1835, 3.9342, 1.3474], [-3.5035, 4.1766, 0.1390], [-2.4268, 5.0591, 0.0873], [-1.7109, 5.2338, -1.0902], [-2.0807, 4.5366, -2.2315], [-3.1929, 3.7024, -2.2009], [-3.9038, 3.5257, -1.0269], [-1.0451, 4.5166, -3.6811], [-1.9299, 4.2213, -4.7868], [-0.3483, 5.7830, -3.7425], [-0.1724, 3.2187, -3.4165], [0.8514, 3.1615, -2.5525], [1.3350, 1.9031, -2.3181], [2.4045, 1.7913, -1.5640], [3.0496, 2.8791, -0.9749], [2.4307, 4.0973, -1.1770], [1.3459, 4.2600, -1.9193], [-3.5797, 4.0476, 2.1489], [-4.5822, 3.0042, 1.3626], [-2.1183, 5.5739, 0.9915], [-0.8390, 5.8738, -1.1310], [-3.4580, 3.1586, -3.0983], [-4.7239, 2.8188, -0.9915], [2.7574, 0.7775, -1.3908], [3.9330, 2.7658, -0.3626], [2.8117, 4.9992, -0.6992], [-0.8552, -0.7378, 2.3397], [-0.8139, 0.4796, 1.5487], [0.1860, 1.4376, 1.5800], [-0.0867, 2.3375, 0.6160], [-1.2503, 1.9190, 0.0109], [-1.7172, 0.7869, 0.5865], [-3.1462, -0.0349, 0.2203], [-0.1176, -0.6507, 3.1354], [-0.6085, -1.5860, 1.6959], [-1.8543, -0.8605, 2.7561], [1.0276, 1.3536, 2.2426], [0.4532, 3.2010, 0.2736], [-1.6910, 2.3478, -0.7900], [-1.1911, -5.3010, -0.8846], [-1.0588, -4.9741, 0.6068], [-2.1170, -3.9593, 1.0450], [0.3664, -4.6309, 1.0124], [1.0206, -5.5644, 1.7977], [2.3343, -5.4136, 2.2317], [2.9915, -4.2497, 1.8438], [2.4011, -3.2724, 1.0625], [3.2600, -2.0697, 0.7150], [2.6645, -0.7475, 1.1963], [3.6076, -1.9983, -0.7759], [1.0308, -3.4060, 0.5731], [0.4404, -2.4846, -0.1715], [-2.1658, -5.7543, -1.0982], [-0.4088, -5.9984, -1.1934], [-1.0967, -4.3998, -1.4873], [-1.2963, -5.9042, 1.1405], [-2.0067, -3.0086, 0.5294], [-2.0360, -3.7672, 2.1189], [-3.1228, -4.3484, 0.8482], [0.4717, -6.4603, 2.0859], [2.8181, -6.1615, 2.8489], [4.0191, -4.0909, 2.1693], [4.2057, -2.2088, 1.2553], [1.7225, -0.5673, 0.6809], [3.3478, 0.0882, 1.0038], [2.4702, -0.7883, 2.2732], [2.6999, -1.8445, -1.3581], [4.0736, -2.9299, -1.1056], [4.3023, -1.1747, -0.9780]],
  "mulliken_charge": [0.336, -0.700, 0.794, -0.604, -0.091, -0.421, -0.619, -0.532, 1.359, -0.793, -0.691, -0.633, 0.342, -0.369, 0.079, -0.600, -0.356, -0.372, 0.264, 0.300, 0.299, 0.430, 0.431, 0.277, 0.434, 0.389, 0.350, -1.106, 0.476, -0.841, -0.498, 0.662, -0.353, -0.374, 0.303, 0.229, 0.403, 0.458, 0.700, -0.128, -1.301, 0.496, -1.116, 0.881, -0.707, -1.305, -0.632, 0.518, 0.485, -1.079, -1.519, 0.204, -0.726, 0.433, 0.326, -0.008, 0.330, -0.025, 0.246, 0.487, 0.254, 0.299, 0.260, 0.435, -0.102, 0.352, 0.418, 0.057, 0.402, 0.397],
  "charge": -2,
  "lumo_ha": 0.165,
  "relative_energy_kcal_mol": 3.8,
  "energy_ev": -68371.9528,
  "gap_ev": 5.10
}